Molecular formula: C29H35Cl36N5
Method: DFT, the ωB97M-V functional and the def2-TZVPD basis

Values from the calculation:
total charge	0
calculated total energy	-488895.1582	eV
E_HOMO	-10.91	eV
LUMO level	0.0	eV

Each line ends with the Mulliken charge.
Cartesian coordinates (Å):
C: -0.3948 -4.1374 -5.6825  -0.957
C: 0.6554 -3.1043 -5.2727  0.551
C: 1.8280 -2.9924 -6.2873  -0.657
C: 2.6126 -4.2723 -6.1485  0.297
N: 3.2310 -5.2495 -6.0737  -0.462
H: -1.2491 -4.0165 -4.9805  0.102
H: 0.1412 -5.1067 -5.6862  0.252
H: -0.7377 -3.9723 -6.7126  0.371
H: 1.1203 -3.2113 -4.3001  -0.319
H: 0.1925 -2.1011 -5.2798  0.144
H: 2.5429 -2.1889 -6.0502  0.243
H: 1.4879 -2.7905 -7.2993  0.463
C: 1.2392 7.4791 1.6750  -0.929
C: 2.5807 6.8930 1.1302  -0.656
C: 2.8634 5.4958 1.6952  -0.612
C: 1.8924 4.4938 1.2880  -0.104
N: 1.1414 3.6911 0.9467  0.164
H: 1.3034 7.8073 2.7283  0.274
H: 0.4362 6.7837 1.4681  0.116
H: 1.0917 8.3834 1.1192  0.436
H: 3.3785 7.5732 1.3873  0.404
H: 2.4818 6.8238 0.0467  0.331
H: 2.7806 5.5174 2.8018  0.305
H: 3.8549 5.1598 1.4281  0.349
C: -5.3793 -1.6579 2.3093  -0.850
C: -6.4650 -0.5856 2.0210  -0.588
C: -6.3413 -0.0518 0.5740  -0.196
C: -5.2595 0.8821 0.4218  0.123
N: -4.3540 1.5844 0.2865  -0.436
H: -5.3931 -2.3620 1.4986  0.286
H: -5.5649 -2.1646 3.2660  0.309
H: -4.3882 -1.2615 2.4145  0.203
H: -6.4789 0.2206 2.7254  0.370
H: -7.4734 -0.9850 2.0844  0.320
H: -7.2281 0.5031 0.2679  0.344
H: -6.1378 -0.8992 -0.1135  0.137
C: 4.2225 1.6049 -0.4071  -1.029
C: 3.3506 1.0517 -1.5073  0.253
C: 2.3050 2.0851 -1.9503  1.103
C: 2.9229 3.3747 -2.3606  -0.079
N: 3.4500 4.3550 -2.6680  -0.609
H: 3.6165 1.8156 0.4987  -0.012
H: 4.8668 2.4821 -0.6694  0.343
H: 4.9337 0.8213 -0.1771  0.402
H: 2.8077 0.1668 -1.2399  -0.085
H: 3.9986 0.9400 -2.3735  0.238
H: 1.7405 2.3274 -1.0610  -0.851
H: 1.6197 1.6902 -2.6765  0.343
C: -1.8602 3.7838 2.2817  -0.809
C: -2.2461 4.2591 3.6810  -0.362
C: -1.4537 5.5051 4.0524  -0.494
C: -0.0878 5.2408 4.3414  0.268
N: 0.9924 4.9519 4.5652  -0.479
H: -0.8459 3.4196 2.1226  0.017
H: -2.0109 4.6030 1.5713  0.438
H: -2.5028 2.9855 2.0316  0.334
H: -2.1458 3.4146 4.3978  0.155
H: -3.2929 4.5203 3.7298  0.337
H: -1.8566 5.9206 4.9766  0.386
H: -1.5539 6.2893 3.2398  0.225
C: -1.5301 3.8983 -2.8182  0.057
Cl: -0.8027 4.0364 -1.2019  0.007
Cl: -1.6170 2.1793 -3.2167  -0.014
Cl: -3.1337 4.6471 -2.9553  -0.115
Cl: -0.4356 4.7803 -3.9382  -0.104
C: -4.3314 -2.0289 -3.3800  0.088
Cl: -3.5830 -3.3560 -2.5796  -0.015
Cl: -4.1014 -0.4515 -2.4602  -0.006
Cl: -3.6252 -1.8807 -4.9643  -0.079
Cl: -6.0875 -2.3803 -3.5413  -0.110
C: 0.1664 -6.4908 -2.4101  0.096
Cl: 1.0284 -7.1175 -0.9551  -0.062
Cl: 0.2250 -4.7465 -2.2658  0.165
Cl: 0.9438 -7.0795 -3.8351  -0.073
Cl: -1.5547 -6.9274 -2.4249  -0.107
C: -2.1417 -5.7415 2.3574  0.106
Cl: -3.1291 -5.3317 3.7673  -0.074
Cl: -2.6729 -4.8699 0.9437  0.004
Cl: -0.4259 -5.3018 2.5777  -0.016
Cl: -2.2242 -7.4834 1.9962  -0.096
C: 4.3797 -5.8933 2.3682  0.248
Cl: 5.2335 -5.7279 3.8801  -0.109
Cl: 5.5217 -6.2411 1.1044  -0.087
Cl: 3.2040 -7.2330 2.4843  -0.102
Cl: 3.5318 -4.3877 2.0148  0.084
C: 4.5951 -3.2677 -2.5044  0.209
Cl: 3.3867 -2.3650 -3.3955  -0.071
Cl: 6.1474 -3.0949 -3.3832  -0.107
Cl: 4.7180 -2.5836 -0.8343  -0.065
Cl: 4.0856 -4.9320 -2.4675  -0.055
C: -0.4375 -0.9443 -0.6542  -0.743
Cl: 1.0662 -1.8222 -0.1375  0.140
Cl: -0.2690 0.6767 -0.1193  0.530
Cl: -0.6121 -1.0524 -2.3803  0.193
Cl: -1.8254 -1.6580 0.1385  0.358
C: -1.3990 -0.7959 5.1328  0.026
Cl: -0.8033 -0.6031 6.8168  -0.108
Cl: -0.4474 -1.9969 4.2701  0.030
Cl: -3.0496 -1.4096 5.2257  -0.094
Cl: -1.3185 0.7203 4.2571  0.062
C: 3.2342 0.4748 3.8594  -0.068
Cl: 4.9800 1.0765 3.8416  -0.148
Cl: 3.1459 -1.1681 3.3287  0.015
Cl: 2.7173 0.5599 5.5342  -0.071
Cl: 2.2661 1.5257 2.8279  0.121

Force components x, y, z for each atom (eV/Å):
0.75 0.14 0.45
0.06 1.84 -1.32
0.63 -1.03 1.02
0.34 -0.07 -0.94
-0.76 1.02 0.11
0.50 -0.77 -0.50
-0.95 0.13 0.32
0.01 0.17 0.27
-0.42 -0.48 0.19
0.01 -0.24 0.16
-0.38 -0.17 0.13
-0.01 -0.47 -0.16
1.45 0.05 -0.03
-1.47 -0.20 0.39
-0.16 0.44 1.05
-0.15 -0.27 -0.49
0.28 0.18 0.14
-0.10 -0.65 -0.32
-0.35 -0.04 0.24
-0.50 0.53 -0.40
0.40 0.02 -0.02
0.26 0.07 -0.04
0.25 0.02 -0.44
0.27 -0.24 -0.10
-1.18 0.58 0.74
0.24 -0.66 -0.74
-0.17 -0.42 0.23
1.55 0.66 -0.19
-0.51 -0.26 0.11
0.09 -0.60 -0.26
-0.17 -0.05 -0.35
0.53 0.53 -0.23
0.38 0.58 0.43
-0.01 -0.52 0.07
-0.26 -0.35 -0.08
-0.37 0.49 0.20
0.34 0.00 0.88
0.36 2.01 -1.23
0.54 0.80 0.88
0.03 -0.21 -0.40
-0.39 -0.57 0.28
0.52 0.04 -0.47
-0.94 -0.51 -0.06
0.24 -0.20 0.48
0.09 -0.65 0.15
0.01 -0.86 -0.16
-0.49 0.18 0.17
-0.25 0.05 -0.60
-0.02 0.70 0.16
0.64 -0.79 -0.19
-1.37 1.04 -0.05
0.42 -0.24 -0.39
1.09 -0.14 0.23
0.10 0.19 0.55
-0.07 -0.15 -0.07
-0.85 -0.93 -0.68
0.29 0.76 -0.14
-0.39 0.12 -0.26
-0.19 0.30 -0.03
0.19 -0.86 0.90
0.52 0.46 -0.08
-0.51 0.08 -0.27
-0.06 0.20 -0.18
0.27 -0.26 0.34
-0.26 -0.46 0.09
-0.73 1.03 0.25
0.43 -0.52 0.72
-0.31 -1.18 -0.57
0.15 0.31 -0.51
0.43 0.34 0.12
-0.16 0.06 1.02
-0.46 -0.18 -0.36
0.16 0.59 -0.14
0.32 -0.10 -0.42
0.15 -0.36 0.18
0.58 -0.29 -0.18
0.33 -0.09 -0.24
-0.55 0.31 -0.37
-0.19 -0.11 0.42
-0.09 0.19 0.31
-0.42 -0.23 0.08
0.15 0.02 0.51
0.30 -0.09 -0.54
0.08 0.25 -0.01
-0.25 0.05 -0.09
0.38 0.41 0.12
-0.24 0.53 0.03
-0.34 -0.13 0.55
0.12 -0.36 -0.78
0.16 -0.35 0.27
0.64 -0.70 0.78
-0.43 -0.08 -0.27
0.01 1.14 0.16
0.15 -0.12 -0.63
-0.23 -0.31 0.16
0.14 -0.31 0.43
-0.01 0.06 -0.59
0.30 -0.09 0.02
-0.32 0.19 -0.03
-0.07 0.13 0.09
0.96 0.95 0.29
-0.94 -0.44 -0.27
0.16 -0.55 -0.38
-0.33 0.12 0.17
0.04 -0.12 0.24